No. 1
C2H4O2P2 | ωB97M-V/def2-TZVPD

The energy above the lowest of the compared OMol25 structures with the same formula, charge and spin comes out at 7.0 kcal per mole. The value obtained for the HOMO energy is -9.8 eV. The orbital gap comes out at 0.3361 Eh. Its spin multiplicity is 1.

Positions of all 10 atoms, in Å:
C 0.840 0.778 -1.073
C -1.249 -0.098 0.618
O 0.535 -2.050 -0.518
O 1.482 -0.237 0.955
P 2.088 1.055 0.055
P 0.282 -0.671 -0.167
H 0.758 1.060 -2.269
H -2.186 -0.269 0.078
H -1.604 -0.523 1.600
H -0.946 0.955 0.721

---

No. 2
C2H3NOS2 | ωB97M-V/def2-TZVPD

The energy above the lowest of the compared OMol25 structures with the same formula, charge and spin comes out at 35.4 kcal per mole. The value obtained for the HOMO energy is -9.2 eV. The orbital gap comes out at 0.3574 Eh. Its spin multiplicity is 1. Its structure (SMILES) is O=CS/C=N\S.

Positions of all 9 atoms, in Å:
C -0.595 0.622 -0.064
C 2.032 0.003 0.009
H -2.111 -1.835 0.185
H -0.045 1.560 0.063
H 1.995 1.095 0.009
N -1.855 0.671 -0.057
O 3.056 -0.597 -0.038
S -2.894 -0.678 -0.033
S 0.417 -0.841 -0.074

---

No. 3
C6H9CsO5 | ωB97M-V/def2-TZVPD

Its charge is +2. The energy above the lowest of the compared OMol25 structures with the same formula, charge and spin comes out at 75.2 kcal per mole. The value obtained for the HOMO energy (alpha / beta) is -15.5 / -16.4 eV. The orbital gap (alpha / beta) comes out at 0.2638 / 0.3077 Eh. Its spin multiplicity is 1.

Positions of all 21 atoms, in Å:
O -1.097 0.294 0.928
Cs -4.049 -1.903 0.779
O -0.581 -0.872 -0.816
C -0.186 0.075 0.039
O 0.813 0.743 -0.206
C -0.861 1.312 1.978
C -2.075 1.302 2.864
H 0.056 1.017 2.501
H -0.715 2.263 1.454
H -2.113 0.392 3.478
H -2.018 2.166 3.538
H -2.999 1.393 2.278
C 1.416 -0.019 -1.926
C 0.326 -1.105 -1.874
O 1.185 -2.230 -1.590
C 2.319 -1.592 -1.457
O 3.131 -1.607 -2.428
H 2.376 0.448 -1.704
H -0.257 -1.309 -2.772
H 1.320 0.504 -2.886
H 4.009 -1.274 -2.180

---

No. 4
C17H30N2O16 | ωB97M-V/def2-TZVPD

The energy above the lowest of the compared OMol25 structures with the same formula, charge and spin comes out at 20.6 kcal per mole. The value obtained for the HOMO energy is -9.3 eV. The orbital gap comes out at 0.3336 Eh. Its spin multiplicity is 1.

Positions of all 65 atoms, in Å:
C 30.663 20.179 3.659
N 31.796 20.050 2.756
C 31.662 18.926 1.754
C 31.649 21.355 1.975
C 33.024 19.943 3.578
C 33.502 21.195 4.438
O 34.596 20.943 5.058
H 30.531 19.166 4.303
H 29.730 20.213 3.033
H 30.720 20.963 4.165
H 32.647 18.793 1.141
H 30.886 19.066 1.086
H 31.595 18.078 2.219
H 32.259 21.360 1.102
H 31.823 22.259 2.434
H 30.544 21.529 1.653
H 33.822 19.712 3.007
H 32.756 19.095 4.335
H 32.946 21.319 5.324
H 33.839 22.089 3.808
H 34.530 20.251 5.739
N 32.189 18.950 6.942
O 33.286 19.480 7.163
O 32.050 17.740 7.369
O 31.112 19.635 6.821
C 28.096 17.076 6.049
C 28.440 17.656 7.492
O 28.198 18.936 7.470
C 27.918 19.314 6.233
O 27.607 20.405 5.787
O 27.724 18.295 5.418
H 27.294 16.564 6.345
H 29.008 16.522 5.460
H 29.559 17.307 7.619
H 27.600 17.043 8.086
C 32.408 13.725 4.802
C 32.030 14.974 5.330
O 30.978 15.485 4.382
C 30.839 14.473 3.485
O 30.031 14.573 2.608
O 31.649 13.486 3.650
H 32.256 12.753 5.445
H 33.479 13.828 4.529
H 32.803 15.898 5.149
H 31.601 15.008 6.378
C 32.949 19.756 10.495
C 33.383 19.201 11.882
O 33.051 20.056 12.876
C 32.291 20.943 12.379
O 31.672 21.711 13.096
O 32.084 20.822 11.066
H 32.436 19.198 9.625
H 33.814 20.199 9.783
H 34.433 18.902 11.887
H 32.777 18.345 12.217
C 33.227 23.504 8.656
C 32.082 22.848 7.858
O 32.171 23.381 6.619
C 33.298 24.110 6.546
O 33.648 24.843 5.667
O 33.943 24.197 7.692
H 33.623 22.617 9.151
H 32.795 24.196 9.321
H 31.055 22.933 8.109
H 32.058 21.709 7.810

---

No. 5
C14H27ClO5 | ωB97M-V/def2-TZVPD

The value obtained for the HOMO energy is -9.3 eV. The orbital gap comes out at 0.3618 Eh. Its spin multiplicity is 1. Its structure (SMILES) is C1CCOC1.C1CCOC1.C1CCOC1.O=COCCl.

Positions of all 47 atoms, in Å:
O -1.467 4.235 -3.100
C -2.613 3.680 -2.673
O -2.932 2.236 -2.703
C -1.718 1.404 -2.648
Cl -0.641 1.737 -1.160
H -3.489 4.390 -2.283
H -2.099 0.280 -2.517
H -1.110 1.393 -3.675
C -1.402 -3.915 -4.012
C -2.030 -3.551 -5.332
C -2.592 -2.175 -5.047
O -1.739 -1.573 -4.064
C -0.867 -2.582 -3.537
H -0.627 -4.682 -4.090
H -2.174 -4.276 -3.321
H -1.255 -3.485 -6.105
H -2.790 -4.261 -5.669
H -3.599 -2.238 -4.621
H -2.629 -1.544 -5.939
H 0.138 -2.395 -3.931
H -0.833 -2.508 -2.446
C 3.689 0.890 1.669
C 4.261 0.798 0.278
C 3.423 -0.301 -0.337
O 2.133 -0.241 0.289
C 2.218 0.631 1.425
H 3.877 1.849 2.159
H 4.109 0.096 2.297
H 4.091 1.740 -0.256
H 5.332 0.581 0.257
H 3.848 -1.289 -0.130
H 3.312 -0.188 -1.419
H 1.688 1.557 1.175
H 1.725 0.167 2.284
C -1.423 0.772 5.431
C -0.683 2.026 5.043
C 0.710 1.745 5.561
O 0.901 0.325 5.493
C -0.367 -0.293 5.232
H -2.325 0.593 4.840
H -1.709 0.822 6.488
H -0.664 2.122 3.951
H -1.117 2.939 5.459
H 0.813 2.046 6.609
H 1.485 2.249 4.976
H -0.356 -0.653 4.197
H -0.504 -1.150 5.898

---

No. 6
CH5N2O2Si | ωB97M-V/def2-TZVPD

Its charge is -1. The energy above the lowest of the compared OMol25 structures with the same formula, charge and spin comes out at 0.0 kcal per mole. The value obtained for the HOMO energy is -4.3 eV. The orbital gap comes out at 0.2985 Eh. Its spin multiplicity is 1.

Positions of all 11 atoms, in Å:
C 2.726 1.253 -0.404
N 4.405 -0.406 -0.267
N 3.772 0.556 -0.284
O -0.176 0.232 -0.710
O 5.266 -0.992 0.407
Si -0.786 0.811 0.580
H 1.789 0.763 -0.088
H 2.739 2.277 -0.819
H -1.280 2.211 0.461
H -1.814 0.150 1.350
H 0.313 0.964 1.599

---

No. 7
C20H25F2N3OS | ωB97M-V/def2-TZVPD

The energy above the lowest of the compared OMol25 structures with the same formula, charge and spin comes out at 0.0 kcal per mole. The value obtained for the HOMO energy is -8.8 eV. The orbital gap comes out at 0.3408 Eh. Its spin multiplicity is 1. Its structure (SMILES) is Cc1ncc(CN2CCC[C@@H](CCC(=O)NCc3ccc(F)c(F)c3)C2)s1.

Positions of all 52 atoms, in Å:
C 0.715 1.991 5.749
C 1.660 1.395 4.777
N 2.879 1.756 4.618
C 3.507 1.047 3.649
C 2.758 0.094 3.034
S 1.160 0.089 3.708
C 3.125 -0.848 1.941
N 2.111 -0.834 0.903
C 2.076 0.430 0.192
C 0.850 0.478 -0.712
C 0.883 -0.689 -1.691
C 0.988 -2.002 -0.916
C 2.231 -1.942 -0.023
H 2.309 -2.866 0.558
H 3.136 -1.856 -0.653
C 1.025 -3.221 -1.847
C -0.355 -3.846 -2.087
C -1.295 -2.896 -2.805
O -1.227 -2.659 -3.992
N -2.260 -2.362 -2.014
H -2.200 -2.468 -1.014
C -3.237 -1.420 -2.527
C -2.788 0.005 -2.325
C -3.039 0.656 -1.124
C -2.576 1.943 -0.927
C -1.856 2.589 -1.923
C -1.598 1.944 -3.120
C -2.062 0.655 -3.315
H -1.853 0.143 -4.241
H -1.036 2.459 -3.882
F -1.404 3.840 -1.731
F -2.827 2.562 0.240
H -3.599 0.179 -0.334
H -3.336 -1.631 -3.594
H -4.192 -1.599 -2.026
H -0.231 -4.720 -2.729
H -0.787 -4.168 -1.138
H 1.667 -3.992 -1.412
H 1.454 -2.936 -2.808
H 0.127 -2.078 -0.244
H -0.006 -0.683 -2.322
H 1.755 -0.589 -2.344
H -0.046 0.413 -0.092
H 0.829 1.428 -1.248
H 2.030 1.239 0.924
H 2.990 0.571 -0.415
H 4.129 -0.581 1.561
H 3.177 -1.866 2.344
H 4.535 1.270 3.427
H -0.135 2.431 5.230
H 0.337 1.229 6.430
H 1.229 2.761 6.318